(1)
Formula: C5H28NO8
Source: the OMol25 dataset
Level of theory: the ωB97M-V functional and the def2-TZVPD basis

Atoms and positions in Å:
O1 -0.84 -4.00 -1.25
O2 -3.32 -0.66 1.54
O3 -2.26 -0.57 -3.54
O4 0.89 2.12 -2.00
O5 1.02 2.42 1.57
O6 2.25 -0.17 3.48
O7 4.03 0.02 0.25
O8 -1.53 1.68 2.12
N1 0.09 -0.34 1.65
C1 -0.10 1.13 -2.42
C2 -1.18 0.89 -1.36
C3 -1.00 -0.44 -0.62
C4 0.34 -0.29 0.11
C5 1.35 -1.33 -0.30
H1 -1.45 -1.05 -3.76
H2 -3.02 -1.06 -3.87
H3 1.74 -1.75 0.66
H4 1.97 2.45 1.71
H5 -0.49 1.58 -3.33
H6 2.35 0.77 3.32
H7 -0.14 -1.33 1.80
H8 3.12 -0.56 3.68
H9 -1.18 -4.88 -1.07
H10 -1.83 -0.79 -0.01
H11 0.88 2.69 0.65
H12 -3.70 -0.84 0.66
H13 0.50 0.30 -2.79
H14 0.88 0.66 0.13
H15 -0.67 0.33 1.94
H16 1.75 2.05 -2.44
H17 -1.55 -3.50 -1.68
H18 0.89 -2.28 -0.63
H19 -3.95 -0.37 2.21
H20 -2.16 0.87 -1.82
H21 -1.11 2.32 2.70
H22 3.83 -0.76 -0.26
H23 -2.42 1.87 1.84
H24 0.99 -0.35 2.18
H25 -0.87 -1.28 -1.36
H26 4.89 0.33 -0.08
H27 -0.88 1.63 -0.58
H28 2.04 -1.10 -1.10

* relative energy (zero: lowest compared OMol25 entry of this formula, charge and spin): 35.6 kcal/mol
* orbital gap: 10.476 eV
* calculated total energy: -863.7093 Eh
* charge: +1
* lowest unoccupied orbital energy: -2.35 eV

Here are the Mulliken charges for atoms 1 to 8, given in e: atom 1 (O): -0.608, atom 2 (O): -0.628, atom 3 (O): -0.558, atom 4 (O): -0.572, atom 5 (O): -0.594, atom 6 (O): -0.678, atom 7 (O): -0.575, atom 8 (O): -0.556

***

(2)
Formula: C5H28O11
Source: the OMol25 dataset
Level of theory: the ωB97M-V functional and the def2-TZVPD basis

Atoms and positions in Å:
O1 -2.09 0.78 2.05
O2 1.80 -0.03 -4.02
O3 -0.81 -0.89 3.66
O4 -2.77 -2.40 2.60
O5 1.49 -2.84 -0.16
O6 2.18 0.99 0.45
O7 -3.97 -0.63 0.92
O8 3.20 0.67 -1.80
O9 2.56 -1.48 1.96
O10 0.43 2.23 1.35
O11 0.97 -2.04 -2.51
C1 0.90 1.46 0.56
C2 -1.41 0.97 -2.58
C3 -0.11 0.72 -0.34
C4 -1.61 2.84 -0.83
C5 -0.65 1.74 -1.46
H1 -0.86 0.10 -3.05
H2 -3.74 0.24 1.27
H3 2.57 0.68 -2.64
H4 -1.39 -1.57 3.38
H5 1.79 -2.26 0.49
H6 -4.07 -0.51 -0.05
H7 0.41 -0.18 -0.72
H8 3.82 0.15 -2.13
H9 -2.76 -1.45 2.50
H10 1.15 -2.17 -1.52
H11 -2.36 3.28 -1.50
H12 1.20 0.62 -4.33
H13 -1.85 1.77 -3.17
H14 -1.63 1.57 1.75
H15 0.23 2.18 -1.95
H16 -2.10 2.49 0.11
H17 2.26 -3.36 -0.22
H18 -1.70 0.62 2.94
H19 -2.45 -2.64 1.75
H20 2.61 0.89 -0.42
H21 2.73 -0.74 1.26
H22 1.27 -0.60 -3.43
H23 0.12 -1.38 4.00
H24 -2.47 0.70 -2.20
H25 0.53 -2.84 -2.82
H26 -0.97 0.39 0.27
H27 2.06 -1.03 2.69
H28 -0.97 3.67 -0.48

* relative energy (zero: lowest compared OMol25 entry of this formula, charge and spin): 1.5 kcal/mol
* orbital gap: 10.338 eV
* calculated total energy: -1034.9022 Eh
* structure (SMILES): CC(C)CC(=O)O.O.O.O.O.O.O.O.O.O
* lowest unoccupied orbital energy: 0.13 eV

Here are the Mulliken charges for atoms 1 to 8, given in e: atom 1 (O): -0.575, atom 2 (O): -0.709, atom 3 (O): -0.665, atom 4 (O): -0.718, atom 5 (O): -0.646, atom 6 (O): -0.612, atom 7 (O): -0.619, atom 8 (O): -0.637

***

(3)
Formula: C5H29N2O7S
Source: the OMol25 dataset
Level of theory: the ωB97M-V functional and the def2-TZVPD basis

Atoms and positions in Å:
S1 -1.19 2.49 -4.18
O1 -1.09 -1.51 1.55
O2 2.51 -0.49 1.95
O3 -2.09 1.26 2.17
O4 0.02 2.02 0.61
O5 0.83 1.06 3.54
O6 -4.20 -1.06 0.50
O7 -3.23 2.66 -0.41
N1 0.35 -0.32 -1.71
N2 1.77 -2.30 0.13
C1 -0.15 1.93 -2.78
C2 2.11 -1.75 -1.22
C3 -0.18 0.40 -2.91
C4 1.81 -0.26 -1.36
C5 2.42 -3.59 0.53
H1 -4.12 3.03 -0.35
H2 -2.50 1.77 2.87
H3 1.39 -2.25 -1.84
H4 -4.11 -1.91 0.94
H5 0.50 0.11 -3.70
H6 -0.48 2.10 -1.76
H7 -1.77 -1.72 2.20
H8 -3.31 -0.93 0.16
H9 2.21 0.38 2.22
H10 3.09 -2.17 -1.44
H11 -2.72 3.44 -0.59
H12 0.77 -2.40 0.35
H13 2.78 -4.10 -0.36
H14 -0.71 2.12 1.24
H15 0.61 0.83 4.45
H16 3.31 -0.60 2.49
H17 1.99 -1.68 0.95
H18 -2.19 2.97 -3.42
H19 -0.05 1.41 3.32
H20 -0.08 2.82 0.07
H21 -0.17 0.05 -0.92
H22 3.16 -3.43 1.30
H23 -2.31 1.82 1.40
H24 -1.18 -0.03 -2.97
H25 2.35 0.10 -2.23
H26 0.85 2.25 -3.08
H27 -0.76 -0.73 2.02
H28 1.72 -4.30 0.96
H29 2.05 0.51 -0.64

* relative energy (zero: lowest compared OMol25 entry of this formula, charge and spin): 64.0 kcal/mol
* orbital gap: 8.482 eV
* calculated total energy: -1242.0062 Eh
* charge: +1
* lowest unoccupied orbital energy: -2.61 eV

Here are the Mulliken charges for atoms 1 to 8, given in e: atom 1 (S): -0.169, atom 2 (O): -0.602, atom 3 (O): -0.580, atom 4 (O): -0.517, atom 5 (O): -0.570, atom 6 (O): -0.571, atom 7 (O): -0.604, atom 8 (O): -0.615

***

(4)
Formula: C5H29NO11
Source: the OMol25 dataset
Level of theory: the ωB97M-V functional and the def2-TZVPD basis

Atoms and positions in Å:
O1 -1.95 2.45 -0.60
O2 1.28 -1.91 3.04
O3 -3.35 0.06 0.67
O4 -0.10 -4.05 -0.53
O5 1.20 3.07 1.50
O6 -0.10 2.53 -2.36
O7 -2.76 -2.63 -0.33
O8 -3.27 0.86 3.22
O9 4.37 0.19 -1.27
O10 2.04 0.17 -3.32
O11 -0.47 -0.07 1.62
N1 1.84 1.37 -0.61
C1 -0.54 -1.65 -2.00
C2 0.49 0.64 1.51
C3 1.49 0.28 0.38
C4 1.10 -0.97 -0.27
C5 -0.26 -0.91 -0.88
H1 -2.42 0.31 3.22
H2 -0.15 -4.33 -1.44
H3 2.14 -0.41 -2.63
H4 1.10 1.36 2.25
H5 -0.97 -0.41 -0.42
H6 0.61 -1.20 2.71
H7 2.48 0.12 0.97
H8 -2.50 -0.27 0.82
H9 -3.02 1.64 2.96
H10 0.82 -2.53 3.63
H11 -0.78 2.73 -1.67
H12 1.15 -1.99 0.41
H13 1.26 0.74 -3.14
H14 -0.44 2.19 -3.01
H15 -1.67 -1.94 -2.18
H16 -2.56 -1.75 -0.07
H17 3.94 0.90 -0.82
H18 -2.34 2.57 0.30
H19 1.70 2.64 2.22
H20 1.37 1.70 -1.32
H21 -2.38 1.67 -0.79
H22 -0.97 -3.55 -0.39
H23 4.06 0.26 -2.22
H24 1.73 -1.46 -0.95
H25 1.01 3.97 1.71
H26 -3.49 0.47 1.52
H27 0.26 -2.12 -2.70
H28 2.12 2.15 -0.15
H29 -3.60 -2.72 -0.03

* relative energy (zero: lowest compared OMol25 entry of this formula, charge and spin): 217.6 kcal/mol
* orbital gap: 8.509 eV
* calculated total energy: -1090.0544 Eh
* structure (SMILES): C=CC[C@@H](N)C=O.O.O.O.O.O.O.O.O.O.O
* lowest unoccupied orbital energy: -0.44 eV

Here are the Mulliken charges for atoms 1 to 8, given in e: atom 1 (O): -0.641, atom 2 (O): -0.630, atom 3 (O): -0.724, atom 4 (O): -0.638, atom 5 (O): -0.538, atom 6 (O): -0.646, atom 7 (O): -0.637, atom 8 (O): -0.695

***

(5)
Formula: C5H29NO9
Source: the OMol25 dataset
Level of theory: the ωB97M-V functional and the def2-TZVPD basis

Atoms and positions in Å:
O1 -0.45 2.47 2.35
O2 0.57 -1.49 3.93
O3 0.71 -1.79 1.44
O4 -1.48 3.22 -1.94
O5 1.64 1.17 1.18
O6 -2.52 0.60 -1.73
O7 -3.49 -0.50 1.18
O8 -0.80 0.61 0.39
O9 -2.20 0.55 3.47
N1 -0.93 -1.51 -1.93
C1 1.57 -1.59 -2.44
C2 3.74 0.67 -0.40
C3 0.25 -0.96 -2.78
C4 2.22 -1.19 -1.09
C5 2.79 0.22 -1.20
H1 -1.95 1.41 3.11
H2 1.57 -2.66 -2.50
H3 1.53 -1.34 -0.25
H4 0.43 2.81 2.56
H5 -3.00 0.17 3.08
H6 0.12 0.09 -2.75
H7 -2.33 0.20 -2.59
H8 2.51 0.69 -2.17
H9 -0.13 -1.39 -3.74
H10 -0.48 -1.47 -0.95
H11 2.21 -1.16 -3.23
H12 -1.31 1.32 -0.01
H13 -1.07 -2.48 -2.19
H14 0.13 -0.77 3.48
H15 1.86 1.97 0.68
H16 4.21 1.60 -0.18
H17 -1.02 0.33 1.28
H18 0.00 -2.26 4.00
H19 -2.27 3.45 -1.45
H20 3.90 0.02 0.47
H21 -2.05 -0.03 -1.17
H22 -0.14 -1.76 1.87
H23 1.40 -1.87 2.09
H24 -4.44 -0.55 1.20
H25 -1.66 2.46 -2.49
H26 2.98 -2.02 -0.85
H27 1.10 0.66 0.58
H28 -3.11 -0.55 0.30
H29 -0.60 2.65 1.42

* relative energy (zero: lowest compared OMol25 entry of this formula, charge and spin): 90.9 kcal/mol
* orbital gap: 9.172 eV
* calculated total energy: -939.7070 Eh
* structure (SMILES): C=CCCCN.O.O.O.O.O.O.O.O.O
* lowest unoccupied orbital energy: 0.26 eV

Here are the Mulliken charges for atoms 1 to 8, given in e: atom 1 (O): -0.637, atom 2 (O): -0.718, atom 3 (O): -0.673, atom 4 (O): -0.634, atom 5 (O): -0.600, atom 6 (O): -0.728, atom 7 (O): -0.586, atom 8 (O): -0.001

***

(6)
Formula: C5H2BrN
Source: the OMol25 dataset
Level of theory: the ωB97M-V functional and the def2-TZVPD basis

Atoms and positions in Å:
Br1 3.32 -0.10 0.04
N1 -1.19 -2.44 -0.17
C1 -0.07 -2.66 0.07
C2 1.63 0.59 -0.06
C3 -1.75 2.21 0.05
C4 0.61 1.23 -0.05
C5 -0.72 1.59 -0.08
H1 -2.78 2.31 -0.13
H2 0.96 -2.72 0.31

* relative energy (zero: lowest compared OMol25 entry of this formula, charge and spin): 27.8 kcal/mol
* orbital gap: 9.872 eV
* calculated total energy: -2820.3130 Eh
* structure (SMILES): C#CC#CBr.C#N
* lowest unoccupied orbital energy: 0.25 eV

Here are the Mulliken charges for atoms 1 to 8, given in e: atom 1 (Br): -0.022, atom 2 (N): -0.354, atom 3 (C): 0.107, atom 4 (C): 0.063, atom 5 (C): -0.266, atom 6 (C): 0.260, atom 7 (C): -0.391, atom 8 (H): 0.355

***

(7)
Formula: C5H2ClF
Source: the OMol25 dataset
Level of theory: the ωB97M-V functional and the def2-TZVPD basis

Atoms and positions in Å:
Cl1 2.63 -0.07 -0.42
F1 1.05 -0.27 1.70
C1 0.24 1.27 0.10
C2 -0.80 2.01 -0.29
C3 -0.90 -2.01 -0.37
C4 0.91 -0.09 0.31
C5 -0.01 -1.09 -0.21
H1 -1.39 3.02 -0.30
H2 -1.74 -2.78 -0.51

* relative energy (zero: lowest compared OMol25 entry of this formula, charge and spin): 52.5 kcal/mol
* orbital gap: 10.084 eV
* calculated total energy: -751.5591 Eh
* structure (SMILES): C#CC(F)(Cl)C#C
* lowest unoccupied orbital energy: -0.15 eV

Here are the Mulliken charges for atoms 1 to 8, given in e: atom 1 (Cl): -0.159, atom 2 (F): -0.192, atom 3 (C): -0.390, atom 4 (C): -0.280, atom 5 (C): -0.080, atom 6 (C): 0.979, atom 7 (C): -0.548, atom 8 (H): 0.308

***

What did the third record say?
Formula: C5H29N2O7S
Source: the OMol25 dataset
Level of theory: the ωB97M-V functional and the def2-TZVPD basis

Atoms and positions in Å:
S1 -1.19 2.49 -4.18
O1 -1.09 -1.51 1.55
O2 2.51 -0.49 1.95
O3 -2.09 1.26 2.17
O4 0.02 2.02 0.61
O5 0.83 1.06 3.54
O6 -4.20 -1.06 0.50
O7 -3.23 2.66 -0.41
N1 0.35 -0.32 -1.71
N2 1.77 -2.30 0.13
C1 -0.15 1.93 -2.78
C2 2.11 -1.75 -1.22
C3 -0.18 0.40 -2.91
C4 1.81 -0.26 -1.36
C5 2.42 -3.59 0.53
H1 -4.12 3.03 -0.35
H2 -2.50 1.77 2.87
H3 1.39 -2.25 -1.84
H4 -4.11 -1.91 0.94
H5 0.50 0.11 -3.70
H6 -0.48 2.10 -1.76
H7 -1.77 -1.72 2.20
H8 -3.31 -0.93 0.16
H9 2.21 0.38 2.22
H10 3.09 -2.17 -1.44
H11 -2.72 3.44 -0.59
H12 0.77 -2.40 0.35
H13 2.78 -4.10 -0.36
H14 -0.71 2.12 1.24
H15 0.61 0.83 4.45
H16 3.31 -0.60 2.49
H17 1.99 -1.68 0.95
H18 -2.19 2.97 -3.42
H19 -0.05 1.41 3.32
H20 -0.08 2.82 0.07
H21 -0.17 0.05 -0.92
H22 3.16 -3.43 1.30
H23 -2.31 1.82 1.40
H24 -1.18 -0.03 -2.97
H25 2.35 0.10 -2.23
H26 0.85 2.25 -3.08
H27 -0.76 -0.73 2.02
H28 1.72 -4.30 0.96
H29 2.05 0.51 -0.64

* relative energy (zero: lowest compared OMol25 entry of this formula, charge and spin): 64.0 kcal/mol
* orbital gap: 8.482 eV
* calculated total energy: -1242.0062 Eh
* charge: +1
* lowest unoccupied orbital energy: -2.61 eV

Here are the Mulliken charges for atoms 1 to 8, given in e: atom 1 (S): -0.169, atom 2 (O): -0.602, atom 3 (O): -0.580, atom 4 (O): -0.517, atom 5 (O): -0.570, atom 6 (O): -0.571, atom 7 (O): -0.604, atom 8 (O): -0.615

***

- The highest lowest unoccupied orbital energy belongs to which entry?
  C5H29NO9

***

- The lowest calculated total energy belongs to which entry?
  C5H2BrN

***

- Among the records above, which one has the highest orbital gap?
  C5H28NO8